1.
The following is a quantum chemistry calculation of C27H43Ge2KNO2Se as an isolated structure at a distorted geometry, from the OMol25 dataset.

Values from the calculation:
Energy relative to the best compared isomer or geometry (same formula, charge and spin) ... 48.4 kJ/mol
Molar mass ... 676.9 g/mol
Frontier orbital gap ... 5.16 eV
Lowest unoccupied orbital energy ... 0.085 Eh

```
! RIJCOSX wB97M-V def2-TZVPD def2/J DEFGRID3
* xyz -1 1
K -0.74 0.39 -1.79
C 0.81 3.10 2.18
C -0.10 2.25 1.29
Ge 0.26 0.30 1.39
C -1.22 -0.55 2.40
C -1.23 0.05 3.81
C 1.89 -0.10 2.50
C 2.91 -0.36 1.65
Ge 2.11 -0.03 -0.14
C 2.33 -1.53 -1.42
C 1.97 -2.89 -0.82
C 2.79 1.65 -0.91
C 4.32 1.66 -0.93
C 4.28 -0.75 2.03
C 4.76 -0.60 3.33
C 6.04 -1.00 3.67
C 6.88 -1.56 2.71
C 6.42 -1.71 1.41
C 5.13 -1.31 1.08
H 0.74 4.16 1.93
H 1.86 2.80 2.07
H 0.56 2.99 3.24
H 0.01 2.54 0.23
H -1.15 2.44 1.55
H -1.10 -1.64 2.44
H -2.17 -0.34 1.91
H -0.30 -0.12 4.33
H -2.04 -0.37 4.41
H -1.40 1.13 3.76
H 2.00 -0.23 3.58
H 3.39 -1.52 -1.72
H 1.77 -1.33 -2.33
H 2.55 -3.08 0.09
H 2.16 -3.70 -1.52
H 0.92 -2.92 -0.56
H 2.40 2.49 -0.33
H 2.36 1.79 -1.90
H 4.73 1.55 0.08
H 4.71 2.59 -1.34
H 4.72 0.84 -1.54
H 4.13 -0.14 4.09
H 6.40 -0.86 4.68
H 7.88 -1.87 2.98
H 7.06 -2.14 0.66
H 4.78 -1.43 0.06
N -0.54 2.38 -5.78
C -0.57 2.02 -4.47
O -0.27 0.87 -4.15
C -0.94 3.11 -3.49
C 0.04 3.16 -2.31
H -0.41 1.65 -6.46
H -0.88 3.28 -6.07
H -1.94 2.86 -3.11
H -1.08 4.04 -4.08
H -0.33 3.92 -1.61
H 1.00 3.55 -2.69
C -3.25 -2.56 0.04
C -1.88 -3.02 -0.42
O -1.38 -2.26 -1.52
H -3.59 -3.18 0.87
H -3.98 -2.63 -0.77
H -3.23 -1.52 0.34
H -1.92 -4.08 -0.69
H -1.14 -2.91 0.38
H -2.12 -2.08 -2.11
Se -3.84 0.57 -1.92
C -5.40 -0.11 -1.10
C -6.47 -0.60 -1.87
C -7.61 -1.10 -1.26
C -7.73 -1.14 0.12
C -6.68 -0.66 0.89
C -5.54 -0.15 0.29
H -6.39 -0.57 -2.94
H -8.42 -1.47 -1.89
H -8.62 -1.54 0.59
H -6.75 -0.67 1.97
H -4.73 0.23 0.90
*
```


2.
The following is a quantum chemistry calculation of C59H58BaClN6P as an isolated structure at a distorted geometry, from the OMol25 dataset.

Values from the calculation:
Energy relative to the best compared isomer or geometry (same formula, charge and spin) ... 264.5 kJ/mol
Molar mass ... 1054.9 g/mol
Frontier orbital gap ... 3.87 eV
Lowest unoccupied orbital energy ... 0.132 Eh

```
! RIJCOSX wB97M-V def2-TZVPD def2/J DEFGRID3
* xyz -2 1
Ba 0.29 1.19 -0.05
C 4.81 1.00 0.09
C 4.70 -0.53 0.08
C 3.31 -1.14 -0.08
N 2.41 -0.55 0.90
C 1.88 -1.20 1.85
C 1.92 -2.69 2.10
C 3.05 -3.03 3.04
C 3.52 -2.28 4.05
C 3.01 -1.01 4.57
C 1.99 -0.25 4.17
C 1.23 -0.35 2.91
N 0.25 0.41 2.58
C -0.32 1.35 3.54
C 0.34 2.73 3.58
C -0.03 3.70 2.44
N 0.68 3.45 1.20
C 1.73 4.16 0.89
C 2.34 5.11 1.76
C 3.15 6.21 1.49
C 3.62 6.70 0.28
C 3.51 6.03 -0.94
C 3.03 4.78 -1.23
C 2.43 3.78 -0.39
N 2.38 2.52 -0.67
C 3.18 1.92 -1.72
C 4.63 1.73 -1.25
H 5.82 1.24 0.45
H 4.12 1.41 0.82
H 5.12 -0.90 1.02
H 5.33 -0.94 -0.72
H 3.39 -2.23 0.00
H 2.91 -0.96 -1.07
H 2.11 -3.18 1.15
H 3.55 -3.97 2.86
H 4.36 -2.68 4.60
H 3.51 -0.70 5.49
H 1.74 0.60 4.79
H -0.34 0.91 4.54
H -1.37 1.48 3.26
H 1.43 2.63 3.61
H 0.04 3.20 4.52
H 0.11 4.73 2.78
H -1.11 3.58 2.24
H 2.10 4.99 2.81
H 3.41 6.79 2.37
H 4.16 7.64 0.29
H 3.91 6.57 -1.80
H 3.14 4.47 -2.26
H 3.17 2.49 -2.66
H 2.74 0.95 -1.98
H 5.08 2.72 -1.16
H 5.19 1.21 -2.04
C -2.51 3.89 -0.69
N -1.68 2.85 -1.29
C -1.72 2.78 -2.58
C -0.95 1.92 -3.40
C -1.04 1.85 -4.80
C -0.08 0.92 -5.20
C 0.54 0.49 -4.02
N 0.02 1.07 -2.93
C -3.92 3.44 -0.35
C -4.15 2.24 0.30
C -5.43 1.85 0.65
C -6.52 2.66 0.34
C -6.30 3.87 -0.32
C -5.01 4.25 -0.66
H -2.58 4.77 -1.35
H -2.02 4.23 0.22
H -2.38 3.47 -3.13
H -1.72 2.42 -5.42
H 0.15 0.59 -6.21
H 1.32 -0.25 -3.94
H -3.32 1.58 0.53
H -5.59 0.90 1.15
H -7.52 2.35 0.60
H -7.14 4.50 -0.57
H -4.85 5.19 -1.18
C -7.05 -2.62 1.22
C -6.16 -2.76 2.27
C -4.83 -2.40 2.12
C -4.36 -1.89 0.91
C -5.26 -1.77 -0.15
C -6.59 -2.13 0.00
P -2.65 -1.26 0.64
C -2.27 -2.08 -0.93
C -2.27 -3.47 -1.10
C -1.98 -4.02 -2.34
C -1.69 -3.19 -3.42
C -1.69 -1.82 -3.27
C -1.99 -1.27 -2.03
C -1.61 -2.01 1.93
C -0.52 -2.75 1.60
C 0.53 -3.18 2.60
C 0.18 -2.67 3.98
C -0.96 -1.97 4.24
C -1.88 -1.56 3.26
H -8.09 -2.90 1.34
H -6.50 -3.15 3.22
H -4.14 -2.53 2.94
H -4.92 -1.40 -1.11
H -7.27 -2.03 -0.84
H -2.48 -4.11 -0.26
H -1.94 -5.10 -2.46
H -1.41 -3.63 -4.37
H -1.43 -1.16 -4.09
H -1.97 -0.19 -1.91
H -0.37 -3.06 0.57
H 0.63 -4.28 2.61
H 0.83 -2.95 4.79
H -1.14 -1.66 5.27
H -2.70 -0.90 3.48
Cl 4.12 -7.42 -4.93
C 3.29 -6.09 -4.12
C 2.51 -6.34 -2.99
C 1.86 -5.31 -2.35
C 1.94 -3.93 -2.78
C 1.30 -2.91 -2.14
C 2.76 -3.75 -3.96
C 3.41 -4.79 -4.59
H 2.41 -7.35 -2.62
H 1.25 -5.54 -1.47
H 0.66 -3.10 -1.29
H 1.33 -1.89 -2.53
H 2.87 -2.75 -4.36
H 4.01 -4.59 -5.47
*
```


3.
The following is a quantum chemistry calculation of C15H17NO3S2 as an isolated structure at a distorted geometry, from the OMol25 dataset.

Values from the calculation:
Energy relative to the best compared isomer or geometry (same formula, charge and spin) ... 1307.0 kJ/mol
Molar mass ... 323.4 g/mol
Frontier orbital gap ... 7.66 eV
Lowest unoccupied orbital energy ... -0.018 Eh

```
! RIJCOSX wB97M-V def2-TZVPD def2/J DEFGRID3
* xyz 0 1
C -0.22 2.79 1.64
H -0.57 3.85 1.72
H 0.74 2.85 0.83
H 0.21 2.45 2.58
C -1.13 2.13 1.09
C -1.82 2.55 -0.14
H -1.13 2.66 -0.81
H -2.08 3.49 -0.03
H -2.40 1.85 -0.62
C -0.70 0.54 0.80
H -1.47 -0.36 0.54
C 0.53 0.37 -0.21
O 1.45 1.30 -0.22
N 0.07 -0.47 -1.33
H -0.59 -0.96 -1.21
C 0.83 -0.59 -2.35
C 0.12 -0.15 -3.70
C 0.21 -0.96 -4.83
C -0.46 -0.47 -6.03
C -1.31 0.57 -5.44
S -0.78 1.07 -3.79
H -2.01 1.10 -5.90
H -0.62 -0.95 -6.91
H 0.78 -1.96 -4.97
H 2.05 0.09 -2.36
H 1.37 -1.57 -2.54
O -0.20 0.15 2.07
C 0.21 -1.46 1.97
O -0.20 -2.10 1.22
C 0.64 -1.72 3.30
C 1.19 -3.08 3.65
C 1.76 -2.98 5.01
C 1.65 -1.85 5.54
S 1.01 -0.46 4.62
H 1.99 -1.51 6.61
H 2.03 -4.13 5.37
H 1.16 -3.79 3.00
H -2.28 1.71 1.82
*
```


- Which of these has the lowest frontier orbital gap?
  C59H58BaClN6P


- lowest unoccupied orbital energy of number 1 (C27H43Ge2KNO2Se)?
  0.085 Eh


- What is the lowest unoccupied orbital energy in the second record?
  0.132 Eh